Record 1
Density functional theory data (the ωB97M-V functional and the def2-TZVPD basis) for the molecule C5H9N.

energy relative to the best compared isomer or geometry (same formula, charge and spin)	292.77	kJ/mol
multiplicity	1

Structure (XYZ):
```
15
Properties=species:S:1:pos:R:3:forces:R:3
C 1.126693 1.404875 0.492006 0.21 0.12 0.15
C 0.094999 1.731258 -0.558429 -0.07 0.12 -0.14
C -0.226403 0.746371 0.518672 -0.04 0.08 0.11
N -0.222977 -0.612560 0.165978 0.16 0.03 0.00
C -0.357822 -1.502614 -0.899130 0.06 -0.14 -0.15
C -0.572794 -1.893775 0.579609 -0.13 -0.19 0.05
H 1.925487 0.731098 0.189017 -0.12 0.22 0.13
H 1.390067 2.140509 1.243990 -0.06 0.04 -0.16
H -0.383588 2.704441 -0.516932 0.04 -0.15 -0.02
H 0.234101 1.337235 -1.562700 0.03 0.08 0.20
H -0.939745 1.030617 1.292402 0.12 -0.02 -0.17
H -1.206232 -1.372768 -1.589218 0.00 -0.37 0.42
H 0.543091 -1.867430 -1.404285 -0.07 0.13 0.13
H 0.188156 -2.407900 1.181433 -0.15 -0.30 -0.49
H -1.593033 -2.169355 0.867587 0.01 0.35 -0.05
```
Forces are in eV/Å.

=====

Record 2
Density functional theory data (the ωB97M-V functional and the def2-TZVPD basis) for the molecule C5H9N in a non-equilibrium geometry.

energy relative to the best compared isomer or geometry (same formula, charge and spin)	147.74	kJ/mol
multiplicity	1

Structure (XYZ):
```
15
Properties=species:S:1:pos:R:3:forces:R:3
C -2.428838 0.024855 1.322447 -0.99 0.17 0.38
C -1.482687 -0.501440 0.567108 1.67 -1.52 0.44
C -0.078270 -0.089495 0.636070 -0.35 1.12 0.19
C 0.798469 -0.073123 -0.395270 -0.40 -0.69 0.95
C 1.869724 0.960508 -0.446507 0.55 0.10 -0.72
N 0.724294 -0.977352 -1.439958 -0.56 0.52 -0.44
H -3.474620 -0.224916 1.213049 0.00 -0.42 -0.01
H -2.254069 0.738940 2.120761 0.35 0.29 -0.37
H -1.612144 -1.434233 0.017127 -0.79 0.46 -0.54
H 0.165357 0.486828 1.528232 -0.03 0.50 -0.47
H 2.869700 0.524923 -0.394480 0.12 0.18 0.07
H 1.740502 1.779374 0.249520 0.03 -0.37 0.67
H 1.789573 1.498779 -1.399425 0.08 -0.42 -0.17
H -0.157086 -1.419724 -1.637047 0.28 -0.18 0.09
H 1.530101 -1.293919 -1.941630 0.05 0.25 -0.08
```
Forces are in eV/Å.

=====

Record 3
Density functional theory data (the ωB97M-V functional and the def2-TZVPD basis) for the molecule C5H9N in a non-equilibrium geometry.

energy relative to the best compared isomer or geometry (same formula, charge and spin)	106.07	kJ/mol
multiplicity	1

Structure (XYZ):
```
15
Properties=species:S:1:pos:R:3:forces:R:3
C 0.664736 1.243054 -0.176954 0.59 -0.54 -0.50
N 1.447248 0.072057 0.294694 0.34 0.23 1.33
C 0.811639 -1.161818 -0.154560 -0.54 -0.39 -0.31
C -0.660882 -0.795127 -0.443326 0.08 -0.16 0.28
C -1.346062 -0.023621 0.677929 -0.57 -0.68 0.40
C -0.721372 0.709271 -0.449977 0.18 0.11 0.14
H 1.050593 1.599064 -1.155863 0.16 -0.04 0.63
H 0.745334 2.048411 0.570616 -0.18 -0.22 -0.35
H 1.494800 0.057611 1.329714 -0.03 0.22 -1.10
H 1.237752 -1.482452 -1.112805 0.13 -0.02 0.11
H 0.977539 -2.002291 0.572186 -0.26 0.85 -0.51
H -1.210458 -1.410122 -1.165207 0.09 0.40 0.39
H -0.733288 -0.054607 1.594550 -0.71 0.22 -0.25
H -2.454284 -0.024970 0.804988 1.15 -0.14 -0.15
H -1.303292 1.225536 -1.185980 -0.43 0.15 -0.12
```
Forces are in eV/Å.

=====

Record 4
Density functional theory data (the ωB97M-V functional and the def2-TZVPD basis) for a structure of composition C5H9N in a non-equilibrium geometry.

energy relative to the best compared isomer or geometry (same formula, charge and spin)	451.05	kJ/mol
multiplicity	1

Structure (XYZ):
```
15
Properties=species:S:1:pos:R:3:forces:R:3
C 1.348870 0.091072 1.055146 1.28 -1.13 0.31
C 0.433415 0.084550 -0.199431 -1.01 -1.90 1.86
C -0.802468 -0.882355 0.144041 2.46 1.94 2.07
C -0.027508 1.368824 -0.657700 0.91 6.03 -0.90
C -0.016045 2.600005 -0.915728 0.24 -2.01 0.59
H 2.145124 0.843533 0.959499 -0.23 -0.17 -0.08
H 0.805267 0.356531 2.027333 0.67 -0.87 -1.31
H 1.955153 -0.989241 1.037540 -1.86 2.73 0.60
H 1.045212 -0.389926 -0.959101 -0.26 -0.12 -0.50
H -1.454234 -0.400939 0.908351 0.38 0.25 -0.65
H -0.353643 -1.686176 0.756903 -0.28 -0.27 -0.72
H -1.125702 -2.419479 -1.265143 -2.02 4.96 0.39
H -2.573431 -1.170721 -0.725424 3.22 -0.58 -1.65
H 0.103498 3.743839 -1.107014 -0.62 -3.02 0.38
N -1.483507 -1.149516 -1.059272 -2.88 -5.85 -0.39
```
Forces are in eV/Å.

=====

Record 5
Density functional theory data (the ωB97M-V functional and the def2-TZVPD basis) for a cluster of 2 separate species, C5H9N in total.

energy relative to the best compared isomer or geometry (same formula, charge and spin)	237.75	kJ/mol
multiplicity	1

Structure (XYZ):
```
15
Properties=species:S:1:pos:R:3:forces:R:3
C 0.636725 -1.686108 -1.534672 -0.04 0.11 0.14
C 1.312657 -0.782468 -0.833041 0.17 -0.03 -0.16
N 0.931340 0.562464 -0.708522 -0.10 0.01 -0.05
C 0.705348 1.222110 -1.764012 0.07 -0.19 0.39
H -0.285832 -1.408945 -2.028581 0.00 -0.08 -0.08
H 0.961668 -2.715009 -1.569076 -0.04 -0.03 0.00
H 2.193472 -1.053444 -0.262560 -0.01 0.03 0.03
H 0.323538 2.232588 -1.653388 0.06 0.05 -0.22
H 0.885701 0.789039 -2.751119 -0.08 0.15 -0.09
C -1.874052 -0.055221 2.804785 0.10 0.11 -0.20
C -1.436109 0.745897 1.847100 -0.16 0.20 -0.24
H -2.336285 0.337258 3.701195 0.15 -0.07 0.12
H -1.776534 -1.127849 2.698969 -0.20 -0.05 0.06
H -1.462355 1.827110 1.922416 -0.16 -0.01 0.16
H -1.061727 0.385052 0.898940 0.24 -0.19 0.14
```
Forces are in eV/Å.

=====

Record 6
Density functional theory data (the ωB97M-V functional and the def2-TZVPD basis) for a cluster of 2 separate species, C5H9N in total.

energy relative to the best compared isomer or geometry (same formula, charge and spin)	140.59	kJ/mol
multiplicity	1

Structure (XYZ):
```
15
Properties=species:S:1:pos:R:3:forces:R:3
C 1.478448 0.975398 -0.197997 0.13 -0.31 -0.27
C 0.810420 -0.148637 -0.466877 0.63 0.19 -0.33
C -0.250081 -0.255541 -1.532540 0.06 -0.02 -0.16
C 1.092378 -1.343146 0.297730 0.41 -0.71 0.27
N 1.326620 -2.310072 0.888288 -0.25 0.81 -0.48
H 1.239067 1.883832 -0.742861 0.08 -0.09 0.07
H 2.216133 1.026499 0.594602 -0.02 -0.03 -0.15
H -1.053986 -0.955551 -1.280687 0.29 0.14 0.06
H 0.242156 -0.613675 -2.437873 -0.19 -0.04 -0.13
H -0.696314 0.723348 -1.736743 0.16 -0.17 0.04
C -1.304942 0.204766 1.357455 -0.18 0.19 0.26
H -1.551159 -0.821615 1.056851 0.26 0.33 -0.02
H -1.125656 0.217377 2.429514 -0.38 0.06 0.16
H -2.110454 0.871977 1.055512 -0.21 -0.03 0.31
H -0.394818 0.593431 0.906807 -0.81 -0.32 0.38
```
Forces are in eV/Å.

=====

Record 7
Density functional theory data (the ωB97M-V functional and the def2-TZVPD basis) for a cluster of 2 separate species, C5H9N in total in a non-equilibrium geometry.

energy relative to the best compared isomer or geometry (same formula, charge and spin)	460.92	kJ/mol
multiplicity	1

Structure (XYZ):
```
15
Properties=species:S:1:pos:R:3:forces:R:3
C 1.182060 -1.714881 -0.355847 -0.03 -0.05 0.00
C 1.055058 -0.237780 0.021563 0.07 0.10 -0.02
C -0.360740 0.134339 0.487488 -0.08 -0.11 -0.07
C -1.035773 2.543222 0.582726 -0.06 -0.19 -0.12
C -1.377928 -0.144196 -0.520843 -0.71 -0.19 -0.73
N -2.163344 -0.391072 -1.334402 0.77 0.20 0.78
H 0.943980 -2.367473 0.492174 0.02 0.12 -0.11
H 0.509303 -1.973058 -1.180803 0.09 0.05 0.13
H 2.205183 -1.942050 -0.673269 -0.17 0.07 0.06
H 1.750986 0.005945 0.831900 -0.12 0.00 -0.11
H 1.325151 0.391003 -0.833810 -0.06 -0.07 0.12
H -0.624750 -0.394166 1.411041 -0.01 0.15 -0.12
H -0.323220 1.249471 0.821569 0.00 0.08 0.01
H -0.998568 2.598003 -0.525708 0.06 -0.11 0.18
H -2.087398 2.242692 0.776222 0.22 -0.04 0.01
```
Forces are in eV/Å.